# 1
Entry from OMol25: an isolated molecule of C5H6N2 in a non-equilibrium geometry (the ωB97M-V functional and the def2-TZVPD basis).

Each line ends with the Mulliken spin population.
Geometry (Å):
1 C -0.261532 -1.997569 -0.236608  -0.07
2 C 0.965549 0.823353 0.757711  -0.13
3 C 1.578137 -0.081899 0.050424  0.93
4 C -0.540926 1.011717 0.481290  0.11
5 C -0.769895 0.247041 -0.827871  -0.05
6 N -0.470517 -3.033948 0.262569  0.51
7 N 0.008306 -0.945288 -0.904164  0.62
8 H 1.548776 1.583906 1.272574  0.06
9 H 2.312142 -0.911791 0.053935  0.00
10 H -1.194508 0.732620 1.437047  -0.01
11 H -0.764233 2.095050 0.388458  -0.01
12 H -1.882067 -0.137192 -0.902574  0.02
13 H -0.529234 0.614000 -1.832790  0.01

Cartesian forces (eV/Å) of the 3 atoms listed first:
-0.47 1.54 -1.79
0.05 0.59 -0.92
3.17 -0.73 1.91

Output
Max |F|, eV Å⁻¹: 4.527
Kohn-Sham gap (alpha / beta), eV: 7.03 / 6.90
Multiplicity: 3
LUMO level (alpha / beta), eV: 0.920 / -2.844
ΔE to the lowest compared entry with this formula, charge and spin, kcal/mol: 67.6



# 2
Entry from OMol25: a 4-piece molecular cluster, C13H33N3O6P2 overall (the ωB97M-V functional and the def2-TZVPD basis).

Each line ends with the Mulliken charge.
Geometry (Å):
1 C -1.671765 -1.063205 -1.010099  -0.90
2 C -1.396149 -0.190153 -2.229174  -0.36
3 C -0.638396 -0.951705 -3.296844  -0.69
4 O 0.686460 -1.176775 -2.820725  -0.06
5 C 1.531086 -1.844013 -3.723862  -0.81
6 P 2.489576 -3.208753 -2.903038  -0.10
7 P 4.167630 -2.103074 -1.883372  0.15
8 O 4.362087 -0.817041 -2.874034  -0.43
9 O 3.395513 -1.372134 -0.610123  -0.39
10 H -2.010608 -0.463423 -0.165562  0.34
11 H -2.426159 -1.812618 -1.253405  0.28
12 H -0.758717 -1.569295 -0.699507  0.11
13 H -2.327597 0.181400 -2.664239  0.40
14 H -0.792967 0.673249 -1.936209  0.17
15 H -1.120859 -1.919300 -3.487391  0.38
16 H -0.600301 -0.393410 -4.241577  0.35
17 H 2.245320 -1.134868 -4.161346  0.42
18 H 0.981229 -2.283388 -4.561669  0.48
19 H 1.648702 -3.314519 -1.771731  -0.01
20 H 3.552205 -0.317759 -3.041094  0.36
21 H 2.484846 -1.657886 -0.477669  0.32
22 C 3.490044 2.268895 1.220331  -0.73
23 N 2.514586 1.420849 0.579601  0.04
24 C 1.170722 1.375693 0.782909  0.67
25 C 0.578653 2.340853 1.783363  -1.29
26 O 0.481542 0.572349 0.172661  -0.55
27 H 4.016998 2.890645 0.493293  0.30
28 H 4.232801 1.679119 1.761767  0.30
29 H 2.998414 2.926085 1.932313  0.13
30 H 2.840105 0.738663 -0.092172  0.12
31 H -0.492946 2.179362 1.829324  0.29
32 H 0.998408 2.187377 2.778670  0.39
33 H 0.754315 3.377052 1.492690  0.33
34 C 2.076794 6.474719 4.746917  -0.91
35 N 1.172140 5.574961 4.066479  -0.06
36 C -0.178175 5.464797 4.210750  0.93
37 C -0.849346 6.387414 5.203681  -1.43
38 O -0.810583 4.651520 3.561248  -0.60
39 H 2.592699 7.127475 4.040343  0.29
40 H 2.827685 5.925281 5.317749  0.29
41 H 1.523669 7.102072 5.439157  0.35
42 H 1.557381 4.933336 3.391481  0.11
43 H -1.911735 6.165562 5.190244  0.31
44 H -0.462141 6.233496 6.211640  0.36
45 H -0.696830 7.434018 4.937330  0.36
46 C -3.286896 -7.361860 -1.497579  -0.86
47 N -2.685783 -6.102287 -1.875433  -0.16
48 C -3.293703 -4.899091 -2.055873  0.75
49 C -4.789323 -4.831311 -1.842670  -1.33
50 O -2.647426 -3.915544 -2.373317  -0.55
51 H -2.871845 -7.732251 -0.558476  0.29
52 H -3.129518 -8.121441 -2.265491  0.29
53 H -4.357128 -7.236710 -1.364370  0.32
54 H -1.689934 -6.076878 -2.030303  0.23
55 H -5.101130 -3.807676 -2.024853  0.26
56 H -5.317478 -5.495843 -2.527635  0.39
57 H -5.056171 -5.112034 -0.823099  0.38

Cartesian forces (eV/Å) of the 3 atoms listed first:
-0.21 0.04 -0.05
0.21 0.00 0.07
-0.12 -0.03 -0.11

Output
Max |F|, eV Å⁻¹: 0.384
Kohn-Sham gap, eV: 9.07
Multiplicity: 1
LUMO level, eV: 0.599



# 3
Entry from OMol25: an isolated ion of composition C2H2ClO3PS and charge -2 in a non-equilibrium geometry (the ωB97M-V functional and the def2-TZVPD basis).

Each line ends with the Mulliken charge.
Geometry (Å):
1 O 2.075872 -0.142217 1.040732  -0.73
2 P 1.521931 -0.082439 -0.326007  0.80
3 O 1.333130 -1.389733 -1.055352  -0.76
4 O 1.976765 1.085248 -1.158171  -0.76
5 C -0.454707 0.432741 -0.131672  -0.19
6 Cl -0.964027 0.336656 -1.801778  -0.26
7 C -1.438450 -0.463237 0.777012  -0.26
8 S -1.998246 0.038999 2.239575  -0.42
9 H -0.187198 1.574379 0.138368  0.33
10 H -1.865068 -1.390395 0.277293  0.27

Cartesian forces (eV/Å) of the 3 atoms listed first:
0.31 -0.02 1.98
-0.06 -0.84 -1.36
0.13 -0.43 -0.05

Output
Max |F|, eV Å⁻¹: 3.762
Kohn-Sham gap, eV: 5.29
Charge: -2
Multiplicity: 1
LUMO level, eV: 5.389
ΔE to the lowest compared entry with this formula, charge and spin, kcal/mol: 8.5



# 4
Entry from OMol25: an isolated molecule of C2H3NO2 in a non-equilibrium geometry (the ωB97M-V functional and the def2-TZVPD basis).

Each line ends with the Mulliken charge.
Geometry (Å):
1 C -1.598452 0.440394 0.002517  -0.13
2 N -0.494132 0.374125 -0.545892  -0.30
3 C 0.860753 -0.045633 0.015156  0.53
4 O 1.506800 0.834641 0.584627  -0.47
5 O 1.514746 -1.328526 -0.250911  -0.45
6 H -2.269596 1.019300 -0.573957  0.28
7 H -1.947528 0.039788 1.054419  0.21
8 H 2.427411 -1.334092 -0.285956  0.33

Cartesian forces (eV/Å) of the 3 atoms listed first:
-0.93 -0.89 3.00
4.83 -2.03 -0.31
2.05 1.33 1.00

Output
Max |F|, eV Å⁻¹: 7.017
Kohn-Sham gap, eV: 10.96
Multiplicity: 1
LUMO level, eV: 0.665
ΔE to the lowest compared entry with this formula, charge and spin, kcal/mol: 46.4



# 5
Entry from OMol25: an isolated molecule of C8H11ClO2Si in a non-equilibrium geometry (the ωB97M-V functional and the def2-TZVPD basis).

Each line ends with the Mulliken charge.
Geometry (Å):
1 C -0.915044 -2.849608 0.259542  -0.35
2 O -1.611486 -1.717736 -0.009283  -0.35
3 Si -1.442357 -0.118354 -0.488497  0.50
4 C -1.581457 0.879525 1.093771  -1.08
5 Cl -2.959152 0.208860 -1.788636  -0.32
6 C 0.156261 0.174251 -1.625150  0.48
7 C 0.523962 1.562327 -1.785180  -0.84
8 C 1.390719 2.165567 -0.947715  -0.10
9 C 2.163828 1.561241 0.058312  -0.43
10 C 1.995827 0.167828 0.117876  -0.80
11 C 1.335730 -0.631864 -0.900103  0.39
12 O 1.663515 -1.714075 -1.312100  -0.56
13 H -0.690263 -3.022800 1.361416  0.21
14 H 0.067012 -2.649266 -0.078285  0.16
15 H -1.499181 -3.690300 -0.173347  0.22
16 H -0.663758 0.811414 1.605582  0.39
17 H -1.468985 1.900203 0.763503  0.34
18 H -2.422950 0.758585 1.754937  0.34
19 H -0.126968 -0.379722 -2.615816  0.32
20 H 0.182114 2.192052 -2.582443  0.41
21 H 1.726934 3.257042 -1.109058  0.24
22 H 2.741917 2.114089 0.757990  0.47
23 H 2.682087 -0.521389 0.657541  0.35

Cartesian forces (eV/Å) of the 3 atoms listed first:
0.71 -1.33 1.51
-1.60 3.58 -0.66
0.47 -1.99 1.21

Output
Max |F|, eV Å⁻¹: 5.124
Kohn-Sham gap (alpha / beta), eV: 8.13 / 8.13
Multiplicity: 1
LUMO level (alpha / beta), eV: -0.628 / -0.628



# 6
Entry from OMol25: C10H8BBr2F4N3OSTl as an isolated structure in a non-equilibrium geometry (the ωB97M-V functional and the def2-TZVPD basis).

Each line ends with the Mulliken charge.
Geometry (Å):
1 Tl 4.564524 9.244833 6.915757  0.83
2 Br 9.726911 8.861789 4.189972  -0.08
3 C 8.503917 10.274022 4.258716  0.03
4 C 8.965317 11.483827 3.791054  -0.29
5 C 8.198386 12.654039 3.834855  -0.29
6 Br 8.972233 14.200493 3.099010  -0.11
7 C 6.870703 12.586230 4.342152  1.15
8 C 6.024317 13.721247 4.477267  -0.80
9 C 4.714297 13.544077 4.875353  -0.67
10 C 4.266687 12.267855 5.240384  -0.26
11 N 5.030769 11.185748 5.174349  -0.42
12 C 6.315581 11.355502 4.754372  0.16
13 C 7.160195 10.179057 4.819319  0.71
14 O 6.711297 9.138971 5.337875  -0.56
15 H 9.963911 11.564695 3.337474  0.39
16 H 6.427282 14.727631 4.300135  0.35
17 H 4.063952 14.405061 5.040009  0.38
18 H 3.248030 12.118203 5.571808  0.46
19 N 7.815381 6.508170 6.219619  -0.22
20 C 7.750332 6.170821 4.935284  0.75
21 N 8.556652 5.200566 4.497967  -0.40
22 S 6.575331 6.831579 3.838949  0.00
23 H 8.436853 6.054052 6.870643  0.25
24 H 7.293392 7.347599 6.526214  0.10
25 H 9.191962 4.738210 5.110492  0.22
26 H 8.620335 5.077769 3.494941  0.22
27 F 8.436721 9.504736 7.260503  -0.30
28 B 7.403185 9.467429 8.169894  0.59
29 F 7.800743 9.603881 9.440149  -0.29
30 F 6.471652 10.545525 7.893309  -0.41
31 F 6.651661 8.246882 7.976121  -0.50

Cartesian forces (eV/Å) of the 3 atoms listed first:
-0.60 -0.13 0.06
-0.48 -0.07 0.16
-0.06 0.63 0.16

Output
Max |F|, eV Å⁻¹: 1.872
Kohn-Sham gap (alpha / beta), eV: 5.14 / 7.07
Charge: +1
Multiplicity: 1
LUMO level (alpha / beta), eV: -6.504 / -5.812